A structure of composition C24H33ClIrO2 in a non-equilibrium geometry. Source: the OMol25 dataset; level of theory: wB97M-V/def2-TZVPD.

Structure (XYZ):
```
61
Properties=species:S:1:pos:R:3:lowdin_charge:R:1
Ir 0.02178 0.28187 -0.61325 1.393
C 0.39451 0.72367 1.29423 -0.206
C -0.99169 0.49828 1.11059 -0.270
C -1.15900 -0.99700 1.01497 -0.092
C 0.09920 -1.53714 1.17397 0.069
C 1.07942 -0.53369 1.37472 -0.141
C 2.52708 -0.75417 1.63624 -0.548
C 3.09972 -1.75593 0.62110 -0.019
C 2.59763 -1.36489 3.05964 0.003
C 3.31867 0.55217 1.58383 -0.027
C -2.37721 -1.86919 0.70737 -0.523
C -2.92280 -1.54814 -0.69303 -0.028
C -1.97940 -3.34959 0.70510 -0.047
C -3.45418 -1.68600 1.79345 -0.014
C -1.96194 1.69563 1.30703 -0.523
C -3.18107 1.68625 0.38255 -0.041
C -2.39471 1.71146 2.77806 -0.008
C -1.21897 3.00671 1.00833 -0.050
H 0.82351 1.67239 1.56662 0.129
H 0.31372 -2.59747 1.14028 0.139
H 2.57977 -2.71626 0.65013 0.090
H 4.14875 -1.94196 0.85642 0.104
H 3.04645 -1.36190 -0.39842 0.084
H 2.07757 -2.32395 3.11594 0.096
H 2.17814 -0.69616 3.81453 0.103
H 3.64971 -1.53009 3.30017 0.107
H 3.20684 1.05240 0.61641 0.081
H 4.37903 0.33929 1.72773 0.104
H 3.01797 1.24720 2.37224 0.100
H -2.16328 -1.74317 -1.45352 0.066
H -3.26574 -0.52190 -0.79418 0.059
H -3.77151 -2.20478 -0.89755 0.108
H -1.23686 -3.58287 -0.06411 0.096
H -2.86958 -3.93853 0.48589 0.103
H -1.59994 -3.68171 1.67591 0.103
H -3.91015 -0.70430 1.80191 0.062
H -3.04794 -1.87755 2.79058 0.104
H -4.24485 -2.41702 1.61411 0.103
H -3.86982 0.87031 0.56204 0.066
H -2.89863 1.66014 -0.67372 0.087
H -3.73481 2.61298 0.53852 0.102
H -2.92607 0.79947 3.05897 0.079
H -3.06456 2.55586 2.95745 0.107
H -1.53154 1.82195 3.44037 0.100
H -0.72004 3.01471 0.03777 0.080
H -0.47232 3.25987 1.76327 0.092
H -1.94428 3.81947 0.97454 0.103
Cl 3.03368 1.63397 -7.07749 0.910
C 2.61074 1.50445 -5.47227 -0.612
C 3.22995 2.32716 -4.50258 -0.031
C 2.87109 2.21294 -3.19648 0.081
C 1.85413 1.26800 -2.78941 -0.271
O 1.56040 1.22416 -1.55951 -0.096
C 1.24139 0.42712 -3.80202 -0.092
C 0.22193 -0.58048 -3.50528 -0.083
O -0.18743 -0.83014 -2.37219 -0.090
C 1.61546 0.54984 -5.09931 0.011
H 3.98306 3.03856 -4.81925 0.136
H 3.32346 2.82265 -2.42485 0.146
H -0.17656 -1.17161 -4.33402 0.163
H 1.17211 -0.07337 -5.87055 0.141
```

Results
**Multiplicity**: 2
**Net charge**: +2
**E_tot**: -44862.65521 eV
**⟨S²⟩**: 0.780



The molecule C24H33ClN4O4 in a non-equilibrium geometry. Source: the OMol25 dataset; level of theory: wB97M-V/def2-TZVPD.

Structure (XYZ):
```
66
Properties=species:S:1:pos:R:3:lowdin_charge:R:1
C 1.57361 3.37775 -5.57481 0.000
C 0.67111 2.45220 -4.84933 -0.319
C -0.28532 2.66372 -3.90008 0.042
C -0.77308 1.35679 -3.62427 -0.315
N -1.76442 0.96835 -2.75130 0.172
C -2.30862 1.75146 -1.78150 -0.457
O -1.96248 2.89456 -1.56129 0.057
C -3.36845 1.04515 -0.95547 -0.082
C -2.69874 0.43160 0.28038 -0.090
C -1.79537 -0.72662 -0.13147 -0.419
O -2.01846 -1.31821 -1.17902 0.044
N -0.79233 -1.12502 0.68071 0.028
C 0.01343 -2.24705 0.20473 -0.110
C -0.72643 -3.59152 0.21969 -0.395
C -1.25497 -3.94137 1.60660 -0.054
C 0.22704 -4.67523 -0.27604 -0.070
C -0.23974 -0.34515 1.78853 -0.163
C 1.02914 0.34617 1.22690 -0.405
O 2.10793 -0.20611 1.15056 0.060
N 0.78795 1.58495 0.77056 0.146
C 1.75074 2.41343 0.03148 -0.571
C 1.03971 3.72161 -0.30674 -0.030
C 2.16447 1.68123 -1.24673 -0.014
C 2.97106 2.68213 0.91434 -0.032
C -0.03071 -1.19290 3.02531 -0.181
C 1.18665 -1.77735 3.35553 -0.024
C 1.32708 -2.55520 4.49189 -0.066
C 0.24695 -2.76886 5.32841 -0.075
C -0.97376 -2.19149 5.02883 -0.106
C -1.10229 -1.41352 3.89150 -0.595
Cl -2.66016 -0.72063 3.57242 0.753
N -0.14941 0.46399 -4.35793 0.110
O 0.74734 1.13806 -5.12005 0.001
H 1.36644 3.34204 -6.64319 0.089
H 2.61044 3.08164 -5.42527 0.088
H 1.42844 4.39093 -5.21344 0.086
H -0.60621 3.58034 -3.45679 0.107
H -1.96127 -0.02995 -2.72691 0.134
H -3.85653 0.26471 -1.53734 0.121
H -4.10344 1.78448 -0.63600 0.127
H -2.17316 1.22426 0.80918 0.099
H -3.46313 0.02724 0.94876 0.103
H 0.90417 -2.31104 0.82584 0.117
H 0.31870 -2.03527 -0.82601 0.142
H -1.57044 -3.52158 -0.47120 0.126
H -1.96633 -3.19449 1.94899 0.060
H -1.76287 -4.90271 1.57895 0.082
H -0.44108 -4.00294 2.32674 0.077
H -0.28116 -5.63543 -0.31598 0.077
H 0.59247 -4.43894 -1.27216 0.079
H 1.08036 -4.76515 0.39353 0.081
H -0.96052 0.42497 2.06675 0.099
H -0.14417 1.96459 0.81408 0.126
H 1.68997 4.35242 -0.90624 0.090
H 0.78276 4.26204 0.60238 0.088
H 0.12779 3.53409 -0.87022 0.054
H 2.66217 0.74851 -0.99727 0.081
H 2.84414 2.29782 -1.82811 0.088
H 1.28907 1.45865 -1.85206 0.070
H 3.67657 3.31721 0.38619 0.085
H 3.46016 1.74632 1.16722 0.075
H 2.67087 3.17999 1.83382 0.086
H 2.03998 -1.60407 2.71971 0.106
H 2.28539 -2.99637 4.71912 0.107
H 0.34798 -3.37870 6.21292 0.106
H -1.82705 -2.34251 5.67167 0.104
```

Results
**ΔE to the lowest compared entry with this formula, charge and spin**: 2.0 kcal/mol
**SMILES**: Cc1cc(NC(=O)CCC(=O)N(CC(C)C)[C@H](C(=O)NC(C)(C)C)c2ccccc2Cl)no1
**E_tot**: -52097.97866 eV



A structure of composition C24H33ClN7SV. Source: the OMol25 dataset; level of theory: wB97M-V/def2-TZVPD.

Structure (XYZ):
```
67
Properties=species:S:1:pos:R:3:lowdin_charge:R:1
V 0.25070 -0.57307 -0.20999 0.786
C -2.15007 0.18012 3.42558 -0.018
C -1.20775 -0.30620 2.36208 -0.271
N -0.84206 0.45620 1.33161 -0.002
N -1.43047 1.70348 1.32868 0.001
C -1.18911 2.75785 0.51426 -0.905
N -2.07500 3.78576 0.79402 0.056
S -0.00905 2.95030 -0.61650 0.692
C -0.67441 -1.61700 2.39229 -0.224
C -0.82465 -2.51244 3.48255 -0.023
C -0.15123 -3.69463 3.50878 -0.075
C 0.72489 -4.00902 2.43993 -0.077
C 0.80483 -3.13764 1.39674 -0.182
N 0.08926 -1.98709 1.30067 -0.018
H -3.09762 0.51502 2.99112 0.088
H -1.71751 1.00760 3.99794 0.098
H -2.39267 -0.60088 4.13400 0.064
H -2.00612 1.91322 2.12813 0.106
H -3.03251 3.53371 0.99102 0.090
H -1.97338 4.56322 0.16247 0.071
H -1.44845 -2.24196 4.31978 0.098
H -0.25808 -4.36447 4.35138 0.103
H 1.33091 -4.90332 2.44597 0.098
H 1.49127 -3.32840 0.58261 0.100
Cl 2.17424 0.70191 5.98414 0.622
C 2.25688 0.62874 4.24169 -0.686
C 2.68575 -0.53071 3.62253 -0.113
C 2.71734 -0.58465 2.23732 -0.067
C 2.30655 0.48728 1.43848 -0.323
C 2.18355 0.33776 -0.03369 -0.216
C 1.92748 1.66203 2.10773 -0.067
C 1.89817 1.73727 3.48862 -0.114
H 2.98958 -1.38312 4.21597 0.103
H 3.05209 -1.49965 1.76024 0.107
H 2.90724 -0.40321 -0.38424 0.038
H 2.30200 1.27315 -0.57308 0.023
H 1.62823 2.52132 1.52191 0.067
H 1.59835 2.65213 3.98357 0.102
C -2.59468 1.14891 -2.36469 -0.065
C -2.03356 -0.25950 -2.17527 -0.694
C -1.68347 -0.86817 -3.53671 -0.043
C -3.06034 -1.13609 -1.45285 -0.049
N -0.82072 -0.20664 -1.39630 -0.099
H -3.48741 1.11384 -2.99470 0.083
H -1.85551 1.80208 -2.82655 0.067
H -2.86489 1.58434 -1.40074 0.061
H -2.57365 -0.93182 -4.16804 0.084
H -1.26945 -1.87121 -3.41355 0.061
H -0.93866 -0.25394 -4.04468 0.085
H -4.00195 -1.17871 -2.00678 0.082
H -3.25944 -0.73586 -0.45646 0.074
H -2.67812 -2.15325 -1.33857 0.069
C -0.09797 -5.25568 -3.07139 -0.014
C 0.58695 -3.97018 -2.75786 -0.304
C 1.49487 -3.21566 -3.46473 0.021
C 1.75493 -2.08104 -2.67280 -0.315
N 1.06733 -2.14806 -1.53820 -0.004
N 0.35542 -3.29587 -1.61911 0.045
C 2.60388 -0.90710 -3.02500 -0.024
H 0.34344 -5.70147 -3.95980 0.082
H -1.16045 -5.09684 -3.26343 0.083
H -0.00572 -5.96963 -2.25206 0.083
H 1.90915 -3.44093 -4.43265 0.114
H -0.27277 -3.53480 -0.86936 0.145
H 2.82291 -0.92475 -4.09152 0.081
H 3.54874 -0.91364 -2.48210 0.081
H 2.08712 0.02057 -2.78086 0.073
```

Results
**Multiplicity**: 3
**ΔE to the lowest compared entry with this formula, charge and spin**: 7.7 kcal/mol
**E_tot**: -84899.49315 eV
**⟨S²⟩**: 2.067